w.
22
Properties=species:S:1:pos:R:3 method="wB97M-V/def2-TZVPD" total_charge=-1 spin_multiplicity=1 homo_energy_ev=-2.38 smiles=CCCNCCC[O-] orbital_gap_ev=5.870
C 0.83 3.40 -0.74
C -0.35 2.46 -0.80
C -0.18 1.40 0.30
N -0.77 0.13 0.00
C -0.02 -0.70 -0.96
C -0.02 -2.14 -0.52
C 0.54 -2.32 0.97
O -0.42 -2.64 1.84
H 0.98 3.73 0.28
H 0.71 4.30 -1.36
H 1.77 2.94 -1.05
H -0.45 1.92 -1.75
H -1.27 3.04 -0.74
H -0.65 1.78 1.21
H 0.86 1.32 0.66
H -1.02 -0.46 0.79
H -0.44 -0.51 -1.96
H 1.02 -0.36 -1.11
H -0.99 -2.65 -0.44
H 0.51 -2.73 -1.29
H 1.31 -3.11 0.80
H 1.01 -1.33 1.22


x.
22
Properties=species:S:1:pos:R:3 method="wB97M-V/def2-TZVPD" total_charge=-1 spin_multiplicity=1 homo_energy_ev=-2.30 smiles=CN(C)CCCC[O-] orbital_gap_ev=5.967
C -1.32 1.96 0.32
N -1.65 0.54 0.17
C -2.12 -0.03 1.49
C -0.67 -0.38 -0.50
C 0.70 0.24 -1.08
C 1.63 -1.00 -1.14
C 2.51 -1.21 0.21
O 3.40 -0.27 0.39
H -1.18 2.33 1.33
H -0.40 2.17 -0.18
H -2.11 2.53 -0.19
H -2.49 0.84 2.03
H -3.12 -0.47 1.27
H -1.38 -0.72 1.82
H -1.10 -0.77 -1.43
H -0.28 -1.11 0.21
H 0.52 0.72 -2.06
H 1.12 0.99 -0.40
H 2.33 -1.07 -1.98
H 0.95 -1.83 -1.33
H 2.93 -2.26 0.03
H 1.71 -1.19 1.03


Relative energies, unit hartree: w 0.0000; x 0.0482


w.
22
Properties=species:S:1:pos:R:3 method="wB97M-V/def2-TZVPD" total_charge=-1 spin_multiplicity=1 homo_energy_ev=-2.72 orbital_gap_ev=6.642
C 0.25 -1.51 0.28
C -0.52 -0.69 1.37
C -2.04 -0.68 1.08
O -2.32 -0.56 -0.24
C 1.04 -0.63 -0.74
N 2.87 1.44 0.11
C -0.75 1.97 -1.53
C 2.44 0.17 -0.15
H 1.11 -2.07 0.86
H -0.60 -2.17 -0.09
H -0.39 -1.10 2.40
H -0.08 0.41 1.46
H -2.37 -1.78 1.48
H -2.55 -0.11 1.92
H 0.62 0.20 -1.25
H 1.59 -1.27 -1.60
H -0.94 1.89 -0.45
H -0.90 0.98 -1.94
H -1.42 2.73 -2.03
H 1.62 1.15 0.28
H 3.01 -0.57 0.48
H 0.33 2.23 -1.70


x.
22
Properties=species:S:1:pos:R:3 method="wB97M-V/def2-TZVPD" total_charge=-1 spin_multiplicity=1 homo_energy_ev=-2.37 orbital_gap_ev=6.077
C -2.04 -0.56 0.88
C -2.25 -1.84 0.08
C -1.82 -1.79 -2.18
N -1.32 -1.92 -1.03
H -2.63 -0.59 1.80
H -0.96 -0.39 1.14
H -2.37 0.31 0.31
H -3.30 -1.91 -0.27
H -2.06 -2.71 0.72
H -2.89 -1.63 -2.35
H -1.17 -1.82 -3.05
C 1.56 0.17 0.37
O 0.80 0.33 1.47
C 2.69 1.22 0.26
C 2.14 2.64 0.40
H 0.97 0.24 -0.59
H 2.06 -0.83 0.30
H 3.24 1.13 -0.69
H 3.38 1.04 1.09
H 2.93 3.37 0.60
H 1.43 2.61 1.23
H 1.60 2.96 -0.50


y.
22
Properties=species:S:1:pos:R:3 method="wB97M-V/def2-TZVPD" total_charge=-1 spin_multiplicity=1 homo_energy_ev=-2.15 smiles=CCCN(C)CC[O-] orbital_gap_ev=5.536
C 1.45 2.18 1.92
C 0.37 1.85 0.88
C 0.00 0.37 0.80
N -0.30 -0.15 -0.50
C 0.87 -0.53 -1.24
C -1.50 -0.97 -0.67
C -1.42 -2.36 -1.36
O -2.65 -2.86 -1.50
H 2.43 2.05 1.47
H 1.49 3.21 2.27
H 1.34 1.44 2.71
H -0.51 2.47 1.07
H 0.71 2.17 -0.12
H -0.88 0.25 1.46
H 0.75 -0.20 1.37
H 1.82 -0.20 -0.80
H 0.86 -0.15 -2.27
H 1.00 -1.62 -1.33
H -2.24 -0.49 -1.33
H -1.99 -1.08 0.30
H -0.74 -3.12 -0.80
H -0.87 -2.26 -2.34


z.
22
Properties=species:S:1:pos:R:3 method="wB97M-V/def2-TZVPD" total_charge=-1 spin_multiplicity=1 homo_energy_ev=-2.27 smiles=CCCNCCC[O-] orbital_gap_ev=5.957
C 1.11 -3.28 -0.09
C 0.41 -2.11 -0.71
C 0.76 -0.79 0.12
N 0.14 0.25 -0.60
C -1.15 0.78 -0.07
C -1.26 2.33 -0.10
C -0.31 2.96 0.90
O 0.95 2.71 0.66
H 2.18 -3.25 -0.18
H 0.77 -4.17 -0.71
H 0.67 -3.40 0.92
H -0.74 -2.21 -0.76
H 0.93 -1.81 -1.67
H 1.87 -0.84 0.13
H 0.57 -0.94 1.16
H 0.75 1.04 -0.68
H -1.95 0.26 -0.69
H -1.47 0.49 0.93
H -0.78 2.55 -1.08
H -2.25 2.64 -0.06
H -0.53 4.07 0.69
H -0.66 2.72 1.90


Relative energies, unit hartree: w 0.1670; x 0.0000; y 0.0095; z 0.0149